1.
A molecular structure, C20H60CoF4N2O18S4. Source: the Open Molecules 2025 dataset; level of theory: ωB97M-V/def2-TZVPD.

highest occupied orbital energy (alpha / beta): -9.19 / -9.19 eV
max |F|: 9.3 eV/A
multiplicity: 4
⟨S²⟩: 3.76
lowest unoccupied orbital energy (alpha / beta): -1.067 / -2.375 eV

Geometry as XYZ:
```
109
Properties=species:S:1:pos:R:3:lowdin_charge:R:1
Co -35.87 18.29 -31.48 0.93
N -35.12 18.11 -29.68 -0.32
S -35.38 19.00 -28.48 0.41
O -34.23 19.72 -27.98 -0.24
O -36.34 18.57 -27.53 -0.23
F -36.15 20.16 -29.28 -0.17
S -34.08 17.06 -28.81 0.59
O -34.64 16.29 -27.72 -0.24
O -32.68 17.42 -28.75 -0.23
F -34.09 15.96 -29.97 -0.19
N -37.02 19.75 -32.25 -0.35
S -38.36 19.31 -33.20 0.58
O -38.17 18.05 -33.87 -0.25
O -39.17 20.31 -33.79 -0.21
F -39.25 18.90 -31.96 -0.16
S -36.98 21.28 -32.54 0.49
O -37.87 22.10 -31.77 -0.23
O -36.67 21.66 -33.90 -0.25
F -35.56 21.59 -31.81 -0.19
C -32.37 20.99 -32.25 -0.05
C -33.02 19.93 -31.38 -0.26
O -34.03 19.30 -32.17 -0.16
H -33.14 21.62 -32.70 0.08
H -31.84 20.54 -33.10 0.07
H -31.63 21.61 -31.74 0.09
H -33.47 20.41 -30.51 0.10
H -32.31 19.19 -31.00 0.11
H -33.60 18.89 -32.95 0.07
C -33.94 22.53 -25.78 -0.08
C -34.73 23.60 -25.03 -0.29
O -35.40 24.46 -25.96 -0.10
H -34.45 22.28 -26.71 0.06
H -33.81 21.63 -25.18 0.08
H -32.96 22.89 -26.10 0.07
H -34.15 24.09 -24.25 0.11
H -35.57 23.11 -24.54 0.11
H -34.78 25.13 -26.26 0.10
C -32.31 16.21 -32.55 -0.07
C -31.53 17.22 -33.34 -0.28
O -32.46 18.02 -34.10 -0.09
H -31.63 15.68 -31.88 0.09
H -32.76 15.44 -33.17 0.08
H -33.10 16.70 -31.98 0.04
H -30.75 16.75 -33.94 0.12
H -30.96 17.89 -32.69 0.11
H -31.97 18.56 -34.73 0.10
C -36.93 12.55 -31.44 -0.08
C -35.93 13.65 -31.70 -0.30
O -35.51 13.57 -33.08 -0.09
H -37.48 12.80 -30.53 0.06
H -36.52 11.55 -31.24 0.08
H -37.62 12.37 -32.26 0.08
H -35.10 13.56 -31.00 0.10
H -36.31 14.67 -31.58 0.08
H -34.69 13.06 -33.03 0.08
C -35.52 15.75 -24.43 -0.09
C -36.73 16.11 -25.22 -0.33
O -37.88 16.17 -24.36 -0.07
H -35.64 14.77 -23.96 0.08
H -35.29 16.50 -23.68 0.08
H -34.65 15.78 -25.09 0.05
H -36.97 15.41 -26.03 0.09
H -36.62 17.06 -25.75 0.09
H -38.62 16.50 -24.86 0.07
C -31.21 14.69 -27.61 -0.08
C -31.57 13.76 -28.78 -0.27
O -31.95 12.49 -28.27 -0.09
H -30.84 15.62 -28.02 0.06
H -30.48 14.25 -26.93 0.08
H -32.08 14.90 -26.98 0.07
H -30.68 13.67 -29.41 0.11
H -32.35 14.23 -29.39 0.09
H -31.19 12.13 -27.80 0.10
C -37.90 15.91 -28.86 -0.06
C -38.36 16.95 -29.83 -0.26
O -37.57 16.97 -31.03 -0.14
H -36.84 16.00 -28.66 0.05
H -38.08 14.89 -29.23 0.08
H -38.48 15.94 -27.93 0.09
H -38.29 17.94 -29.38 0.11
H -39.41 16.81 -30.08 0.13
H -37.98 16.36 -31.66 0.11
C -31.00 17.73 -25.73 -0.08
C -32.44 18.07 -25.39 -0.32
O -32.58 18.27 -24.00 -0.07
H -30.31 18.49 -25.36 0.08
H -30.76 17.69 -26.80 0.05
H -30.74 16.78 -25.26 0.07
H -33.10 17.23 -25.64 0.08
H -32.74 18.95 -25.95 0.10
H -32.47 17.43 -23.56 0.08
C -35.02 12.54 -26.30 -0.05
C -35.09 12.92 -27.79 -0.31
O -34.58 11.88 -28.62 -0.10
H -35.48 13.36 -25.74 0.04
H -34.02 12.29 -25.96 0.07
H -35.65 11.67 -26.11 0.08
H -34.48 13.82 -27.94 0.08
H -36.09 13.18 -28.15 0.10
H -33.62 11.99 -28.59 0.03
C -38.88 21.49 -27.94 -0.08
C -37.83 22.57 -27.81 -0.32
O -37.68 22.85 -26.43 -0.09
H -39.84 21.79 -27.52 0.08
H -38.51 20.57 -27.49 0.06
H -39.02 21.22 -28.99 0.06
H -38.13 23.52 -28.26 0.11
H -36.84 22.32 -28.22 0.09
H -36.89 23.38 -26.26 0.02
```


2.
10 unconnected molecules or ions with the total composition C20H60O10. Source: the Open Molecules 2025 dataset; level of theory: ωB97M-V/def2-TZVPD.

highest occupied orbital energy: -9.55 eV
structure (SMILES): CCO.CCO.CCO.CCO.CCO.CCO.CCO.CCO.CCO.CCO
max |F|: 2.6 eV/A
energy relative to the best compared isomer or geometry (same formula, charge and spin): 54.9 kcal per mole
lowest unoccupied orbital energy: 0.426 eV

Geometry as XYZ:
```
90
Properties=species:S:1:pos:R:3:lowdin_charge:R:1
C 1.55 0.04 5.26 -0.06
C 1.73 -1.44 4.87 -0.32
O 0.79 -2.14 5.65 -0.08
H 0.58 0.45 4.99 0.05
H 2.33 0.63 4.77 0.07
H 1.67 0.14 6.34 0.08
H 2.74 -1.78 5.10 0.11
H 1.50 -1.66 3.82 0.09
H 0.56 -2.96 5.20 0.09
C -0.93 -3.11 -2.27 -0.08
C -2.03 -4.19 -2.27 -0.30
O -2.10 -4.86 -1.00 -0.08
H -0.80 -2.63 -3.23 0.07
H -0.03 -3.59 -1.89 0.06
H -1.25 -2.34 -1.57 0.05
H -1.81 -4.98 -2.99 0.11
H -2.96 -3.72 -2.59 0.10
H -2.65 -4.36 -0.39 0.08
C 5.24 -0.11 -0.94 -0.06
C 6.07 -0.54 -2.17 -0.29
O 6.62 -1.86 -2.02 -0.11
H 5.06 0.96 -0.92 0.07
H 5.65 -0.42 0.02 0.07
H 4.32 -0.68 -1.05 0.05
H 6.91 0.14 -2.32 0.10
H 5.49 -0.64 -3.09 0.11
H 7.09 -2.04 -2.84 0.07
C 3.20 4.44 -2.41 -0.09
C 2.75 3.53 -1.27 -0.34
O 2.25 2.36 -1.83 -0.09
H 3.44 5.44 -2.05 0.07
H 2.41 4.63 -3.13 0.07
H 4.02 4.00 -2.97 0.07
H 1.92 4.04 -0.78 0.10
H 3.56 3.37 -0.56 0.11
H 2.16 1.72 -1.11 0.02
C -2.27 3.11 0.09 -0.06
C -3.61 3.27 0.83 -0.32
O -4.60 3.60 -0.11 -0.08
H -2.40 2.54 -0.84 0.06
H -1.53 2.58 0.68 0.05
H -1.72 4.03 -0.05 0.07
H -3.56 4.02 1.63 0.11
H -3.85 2.30 1.25 0.08
H -5.43 3.77 0.34 0.08
C -0.54 0.92 -3.89 -0.08
C -1.80 1.77 -4.26 -0.29
O -1.41 2.75 -5.22 -0.08
H -0.78 0.20 -3.12 0.04
H 0.29 1.52 -3.52 0.06
H -0.16 0.33 -4.73 0.07
H -2.23 2.22 -3.37 0.10
H -2.55 1.09 -4.67 0.10
H -1.39 2.32 -6.08 0.08
C -2.32 -0.23 4.69 -0.08
C -2.21 0.79 3.60 -0.37
O -3.06 1.85 3.82 -0.06
H -2.17 0.21 5.67 0.08
H -1.57 -1.00 4.54 0.06
H -3.30 -0.71 4.62 0.08
H -2.47 0.36 2.64 0.10
H -1.19 1.17 3.55 0.10
H -2.84 2.27 4.66 0.09
C -0.12 0.02 1.01 -0.07
C 0.51 -0.16 -0.41 -0.25
O 1.86 0.18 -0.24 -0.12
H 0.27 -0.60 1.82 0.06
H -1.21 -0.07 0.95 0.05
H 0.07 1.04 1.37 0.07
H 0.00 0.52 -1.09 0.10
H 0.56 -1.20 -0.73 0.08
H 2.28 -0.48 0.32 0.03
C -4.46 -0.08 -0.79 -0.08
C -5.57 -1.06 -1.12 -0.33
O -5.87 -1.77 0.05 -0.07
H -4.30 0.47 -1.72 0.07
H -3.56 -0.63 -0.52 0.07
H -4.66 0.70 -0.06 0.06
H -5.19 -1.75 -1.87 0.10
H -6.45 -0.54 -1.51 0.11
H -6.78 -2.06 0.01 0.08
C 2.46 -3.30 -0.22 -0.06
C 3.34 -2.81 0.98 -0.26
O 2.70 -1.74 1.62 -0.12
H 2.82 -4.25 -0.61 0.08
H 2.44 -2.60 -1.06 0.07
H 1.42 -3.51 0.00 0.07
H 4.29 -2.37 0.69 0.10
H 3.54 -3.57 1.74 0.11
H 3.26 -1.27 2.24 0.10
```


3.
10 unconnected molecules or ions with the total composition C20H60O17. Source: the Open Molecules 2025 dataset; level of theory: ωB97M-V/def2-TZVPD.

highest occupied orbital energy: -9.73 eV
structure (SMILES): OCCO.OCCO.OCCO.OCCO.OCCO.OCCO.OCCO.CCO.CCO.CCO
max |F|: 2.9 eV/A
energy relative to the best compared isomer or geometry (same formula, charge and spin): 21.1 kcal per mole
lowest unoccupied orbital energy: 0.597 eV

Geometry as XYZ:
```
97
Properties=species:S:1:pos:R:3:lowdin_charge:R:1
O 7.11 12.75 11.16 -0.07
C 6.74 12.73 12.52 -0.23
C 7.85 12.20 13.38 -0.20
O 8.17 10.81 13.12 -0.10
H 6.82 11.94 10.78 0.03
H 6.56 13.73 12.88 0.12
H 5.92 12.03 12.65 0.13
H 7.68 12.41 14.42 0.12
H 8.71 12.80 13.05 0.12
H 9.09 10.69 12.78 0.04
O 8.95 8.10 9.83 -0.09
C 8.13 8.53 8.68 -0.14
C 6.89 9.31 9.17 -0.22
O 7.28 10.48 9.81 -0.10
H 8.43 7.72 10.52 0.05
H 8.73 9.18 8.04 0.09
H 7.75 7.71 8.04 0.13
H 6.36 8.67 9.88 0.11
H 6.14 9.63 8.39 0.14
H 8.01 10.33 10.45 0.08
O 8.01 14.60 6.07 -0.03
C 8.12 13.39 6.76 -0.29
C 7.50 13.49 8.10 -0.26
O 8.19 14.20 9.11 -0.06
H 8.50 14.47 5.27 0.07
H 7.54 12.60 6.28 0.12
H 9.12 12.96 6.84 0.10
H 7.31 12.40 8.36 0.12
H 6.48 13.87 7.82 0.14
H 7.52 14.42 9.76 0.06
O 8.27 8.21 14.68 -0.06
C 8.98 7.40 13.76 -0.26
C 8.06 6.49 13.07 -0.27
O 7.29 7.26 12.21 -0.06
H 8.11 9.10 14.35 0.05
H 9.51 8.02 13.00 0.12
H 9.86 6.96 14.27 0.13
H 7.51 5.91 13.83 0.14
H 8.65 5.83 12.45 0.12
H 7.02 8.03 12.70 0.09
O 14.07 6.36 9.93 -0.06
C 13.06 5.63 9.28 -0.27
C 11.86 6.43 9.07 -0.26
O 11.37 7.03 10.25 -0.11
H 13.98 6.16 10.87 0.09
H 13.41 5.36 8.29 0.12
H 12.93 4.75 9.88 0.12
H 11.04 5.92 8.57 0.13
H 12.23 7.21 8.41 0.12
H 10.53 7.53 9.93 0.08
O 10.71 10.82 12.14 -0.12
C 10.68 10.99 10.68 -0.15
C 10.44 12.49 10.32 -0.17
O 10.59 12.49 8.91 -0.09
H 11.39 10.14 12.37 0.06
H 11.60 10.64 10.20 0.13
H 9.87 10.28 10.36 0.10
H 11.29 13.06 10.76 0.14
H 9.43 12.77 10.60 0.09
H 10.57 13.36 8.51 0.09
O 12.56 8.74 12.36 -0.11
C 13.96 8.89 12.44 -0.23
C 14.40 9.79 13.61 -0.26
O 14.24 11.15 13.38 -0.05
H 12.21 8.15 11.60 0.10
H 14.40 7.90 12.57 0.11
H 14.36 9.38 11.60 0.11
H 15.44 9.59 13.79 0.11
H 13.81 9.44 14.55 0.15
H 13.36 11.40 13.62 0.02
C 12.66 13.48 16.60 -0.08
C 12.28 13.38 15.12 -0.30
O 12.12 12.05 14.74 -0.06
H 13.52 12.87 16.94 0.09
H 11.83 13.14 17.19 0.06
H 12.71 14.54 16.88 0.07
H 13.06 13.82 14.56 0.09
H 11.40 14.03 15.03 0.12
H 11.42 12.04 14.11 0.06
C 10.89 9.05 5.20 -0.10
C 11.32 10.09 6.22 -0.37
O 10.28 10.40 7.04 -0.08
H 9.89 9.29 4.86 0.06
H 10.80 7.94 5.49 0.09
H 11.59 9.04 4.32 0.08
H 11.68 10.92 5.62 0.10
H 12.19 9.78 6.83 0.12
H 10.47 11.07 7.70 0.04
C 9.73 16.80 11.81 -0.08
C 8.29 16.69 12.32 -0.33
O 8.32 16.09 13.59 -0.09
H 10.42 17.36 12.46 0.07
H 9.74 17.20 10.81 0.06
H 10.15 15.78 11.70 0.07
H 7.65 16.07 11.69 0.10
H 7.78 17.67 12.24 0.11
H 8.91 16.60 14.18 0.09
```


4.
9 unconnected molecules or ions with the total composition C20H61N3O9. Source: the Open Molecules 2025 dataset; level of theory: ωB97M-V/def2-TZVPD.

highest occupied orbital energy (alpha / beta): 0.60 / -7.24 eV
max |F|: 3.7 eV/A
multiplicity: 2
⟨S²⟩: 0.75
lowest unoccupied orbital energy (alpha / beta): 2.585 / 2.530 eV
charge: -1

Geometry as XYZ:
```
93
Properties=species:S:1:pos:R:3:lowdin_charge:R:1
C -15.59 24.21 3.18 -0.10
C -15.90 24.69 4.56 -0.37
O -16.24 26.03 4.44 -0.09
H -16.51 24.16 2.60 0.08
H -15.31 23.16 3.27 0.07
H -14.76 24.77 2.75 0.08
H -14.99 24.56 5.15 0.11
H -16.66 24.06 5.02 0.10
H -16.50 26.48 5.25 0.04
C -18.10 29.39 4.22 -0.07
C -18.12 30.64 5.22 -0.37
O -17.74 30.29 6.47 -0.15
H -18.75 28.66 4.71 0.04
H -17.14 28.99 3.90 0.06
H -18.70 29.67 3.35 0.06
H -19.10 31.07 5.43 0.09
H -17.52 31.39 4.72 0.09
H -17.26 31.08 6.74 0.07
C -13.16 29.49 5.94 -0.10
C -14.10 28.26 5.98 -0.28
O -13.81 27.45 4.79 -0.12
H -13.46 30.32 6.58 0.05
H -13.09 29.90 4.93 0.06
H -12.19 29.14 6.29 0.06
H -15.16 28.53 5.98 0.08
H -13.98 27.60 6.84 0.09
H -14.36 27.72 4.05 0.06
C -18.95 29.91 9.63 -0.12
C -20.33 30.20 10.19 -0.35
O -20.45 31.63 10.37 -0.11
H -18.92 28.88 9.26 0.06
H -18.11 30.15 10.28 0.06
H -18.67 30.65 8.88 0.06
H -20.68 29.68 11.08 0.10
H -21.00 29.89 9.39 0.08
H -21.23 31.89 9.88 0.06
C -14.81 29.11 9.55 -0.07
C -14.66 30.28 10.54 -0.38
C -13.78 29.88 11.84 -0.15
O -14.65 29.13 12.79 -0.23
C -13.97 28.57 13.95 -0.11
N -13.98 31.32 9.77 0.00
H -15.22 28.21 10.02 0.06
H -13.93 28.76 9.02 0.07
H -15.54 29.41 8.80 0.06
H -15.62 30.73 10.80 0.12
H -13.41 30.75 12.38 0.10
H -12.89 29.28 11.67 0.10
H -14.16 29.13 14.86 0.07
H -12.90 28.48 13.73 0.07
H -14.46 27.61 14.08 0.08
H -13.68 32.13 10.29 0.06
H -13.16 31.02 9.25 0.05
C -16.31 20.95 7.70 -0.06
C -15.36 21.88 8.51 -0.45
C -15.84 23.33 8.48 -0.20
O -14.91 24.21 9.17 -0.17
C -15.46 25.51 9.27 -0.14
N -15.26 21.34 9.83 0.04
H -17.33 20.82 8.06 0.08
H -15.83 19.98 7.57 0.07
H -16.45 21.38 6.71 0.06
H -14.34 22.04 8.17 0.13
H -16.83 23.30 8.92 0.12
H -16.02 23.77 7.50 0.11
H -14.76 26.14 9.81 0.07
H -16.40 25.55 9.82 0.08
H -15.63 26.04 8.33 0.07
H -16.05 20.72 9.82 0.05
H -15.58 22.07 10.44 0.07
C -21.65 28.68 6.48 -0.08
C -23.04 28.73 5.82 -0.45
C -22.97 29.48 4.51 -0.17
O -22.62 30.91 4.77 -0.23
C -21.71 31.55 3.83 -0.10
N -23.56 27.38 5.65 0.03
H -21.20 29.67 6.50 0.06
H -20.98 28.05 5.90 0.06
H -21.57 28.32 7.50 0.06
H -23.67 29.28 6.51 0.14
H -23.89 29.47 3.93 0.11
H -22.30 29.08 3.75 0.11
H -20.75 31.19 4.21 0.05
H -21.86 32.62 3.85 0.08
H -21.76 31.15 2.82 0.07
H -22.93 26.81 5.10 0.06
H -23.41 26.94 6.54 0.06
O -20.19 25.23 6.70 -0.10
H -20.43 25.51 7.58 0.00
H -19.24 25.29 6.67 -0.01
O -17.56 27.55 6.80 -0.07
H -17.09 27.97 7.52 0.01
H -18.07 28.26 6.41 -0.02
```


Values for electronic energy, eV, ordered as above
-153380.909 -42184.417 -56516.118 -44621.230